(1)
A single CH3NS2 molecule at a distorted geometry. Source: the OMol25 dataset; level of theory: the ωB97M-V functional and the def2-TZVPD basis.

The geometry in XYZ format:
```
7
Properties=species:S:1:pos:R:3:forces:R:3
C -1.299 -0.292 -0.300 0.4 -2.6 -1.3
N 1.632 0.298 -0.053 -2.3 0.3 1.1
S -2.865 -0.364 -0.014 -1.5 0.7 0.6
S -0.271 0.944 0.097 3.3 0.7 0.7
H -0.988 -1.181 -0.875 0.9 0.6 0.3
H 2.113 1.052 0.478 -0.5 -0.1 -0.6
H 1.678 -0.456 0.668 -0.4 0.4 -0.7
```
Positions in Å, forces in eV/Å.

The value obtained for the total energy is -890.95882 Ha. Its structure (SMILES) is NSC=S. Its gap between HOMO and LUMO is 8.29 eV. The HOMO energy comes out at -0.3239 hartree.

(2)
2 unconnected molecules or ions with the total composition C2H6N2O at a distorted geometry. Source: the OMol25 dataset; level of theory: the ωB97M-V functional and the def2-TZVPD basis.

The geometry in XYZ format:
```
11
Properties=species:S:1:pos:R:3:forces:R:3
C 2.324 -0.589 0.471 0.2 0.5 -0.7
N 1.370 0.241 0.415 -0.6 -1.0 0.6
H 2.399 -1.350 -0.308 0.3 0.3 -0.1
H 3.155 -0.501 1.172 -0.3 -0.5 0.5
H 1.246 0.678 1.326 0.5 0.9 -0.1
C -2.064 -0.187 -0.170 -0.8 -0.2 -0.4
N -1.317 0.671 -0.900 -0.5 -0.2 0.4
O -1.852 -0.600 0.940 0.5 0.1 0.6
H -2.992 -0.501 -0.700 0.3 0.0 -0.2
H -0.580 1.193 -0.468 0.5 -0.2 0.0
H -1.688 0.945 -1.779 -0.1 0.3 -0.4
```
Positions in Å, forces in eV/Å.

The value obtained for the total energy is -264.52521 Ha. Its structure (SMILES) is NC=O.C=N. Its gap between HOMO and LUMO is 10.66 eV. The HOMO energy comes out at -0.3507 hartree.

no.,molecular weight (g mol⁻¹)
1,93.2
2,74.1